1.
A molecular structure, C11H16Cl3InNO2P at a distorted geometry, computed with ωB97M-V with the def2-TZVPD basis set.

- energy (Eh) = -2545.30895
- ΔE to the lowest compared entry with this formula, charge and spin (eV) = 4.006

Structure (ORCA input):
```
! wB97M-V def2-TZVPD RIJCOSX def2/J DEFGRID3
* xyz 2 1
C 2.54 -1.25 -4.34
C 2.54 -0.65 -2.98
H 3.61 -1.40 -4.53
H 2.06 -0.63 -5.17
H 1.96 -2.20 -4.38
O 2.97 0.14 -2.20
Cl -1.94 -1.06 -3.48
In -0.06 -0.68 -1.99
P 0.29 -1.66 0.54
C 1.52 -1.64 1.90
C -1.26 -1.91 1.47
H 0.14 -3.34 -1.20
H 0.05 -4.10 0.40
H 1.62 -3.52 -0.22
C 0.55 -3.32 -0.18
H -2.10 -1.54 0.86
H -1.41 -2.97 1.72
H 1.56 -2.59 2.46
H 1.29 -0.84 2.62
H -1.23 -1.33 2.40
H 2.53 -1.45 1.51
C 1.53 1.05 0.24
O 2.15 1.62 1.02
Cl -2.40 0.36 -0.87
Cl -2.19 2.44 4.08
C -1.79 2.84 2.48
C -2.43 3.91 1.85
C -2.15 4.14 0.50
C -1.25 3.25 -0.14
N -0.58 2.31 0.52
C -0.86 2.06 1.79
H -3.13 4.52 2.41
H -2.62 4.93 -0.09
H -1.12 3.30 -1.24
H -0.38 1.22 2.27
*
```

Atomic partial charges in e from the Mulliken method, atoms 1 to 2: atom 1 (C): -0.920, atom 2 (C): 0.641

=====

2.
C11H16ClFINO3P2 in the gas phase at a distorted geometry, computed with ωB97M-V with the def2-TZVPD basis set.

- energy (Eh) = -2249.50452

Structure (ORCA input):
```
! wB97M-V def2-TZVPD RIJCOSX def2/J DEFGRID3
* xyz 0 1
C 2.98 -0.29 2.32
C 2.85 1.03 1.46
P 2.10 0.84 -0.23
C 3.04 -0.56 -1.08
N 0.43 0.31 -0.12
C -0.06 -0.63 0.76
C -1.38 -1.04 0.80
P -1.94 -2.30 2.01
O -1.55 -3.73 1.20
Cl -0.72 -2.14 3.71
C -2.33 -0.45 -0.17
C -3.71 -0.81 -0.27
O -4.62 0.02 -0.18
O -4.07 -2.21 -0.54
C -1.80 0.56 -1.11
C -0.48 0.90 -1.07
C -0.02 1.93 -2.12
C -0.14 3.38 -1.56
F -1.34 3.92 -2.07
H 2.23 -0.21 3.14
H 3.96 -0.41 2.82
H 2.69 -1.20 1.76
H 2.37 1.86 2.01
H 3.90 1.38 1.27
H 3.48 -1.28 -0.37
H 3.83 -0.07 -1.68
H 2.32 -1.00 -1.79
H 0.61 -1.11 1.48
H -1.98 -4.42 1.73
H -3.21 -2.66 -0.67
H -2.51 0.99 -1.83
H -0.74 1.86 -2.96
H 0.97 1.69 -2.55
H -0.29 3.30 -0.46
H 0.71 4.04 -1.80
I -5.57 -1.47 -1.84
*
```

Atomic partial charges in e from the Mulliken method, atoms 1 to 2: atom 1 (C): -1.041, atom 2 (C): -0.464

=====

3.
A molecular structure, C11H16ClGaO2Tb at a distorted geometry, computed with ωB97M-V with the def2-TZVPD basis set.

- energy (Eh) = -3788.57594
- expectation value of S² = 12.740
- ΔE to the lowest compared entry with this formula, charge and spin (eV) = 4.535

Structure (ORCA input):
```
! wB97M-V def2-TZVPD RIJCOSX def2/J DEFGRID3
* xyz -1 7
Tb 1.24 -0.88 -2.27
Cl 2.32 -2.96 -1.58
C 2.53 0.98 -3.06
C -0.40 -0.94 -3.99
H 2.24 1.40 -4.04
H 2.60 1.80 -2.32
H 3.53 0.51 -3.17
H -0.34 -0.22 -4.83
H -1.43 -0.93 -3.57
H -0.19 -1.96 -4.40
Ga -0.72 0.66 0.24
C -1.75 -0.96 0.64
C -1.48 2.34 -0.65
H -2.78 -0.82 0.28
H -1.43 -1.93 0.22
H -1.89 -1.16 1.72
H -2.04 2.10 -1.59
H -0.63 3.01 -0.95
O -1.03 1.26 2.29
C 0.22 0.99 2.53
O 0.96 0.48 1.55
C 0.90 1.23 3.82
C 2.13 0.62 4.13
C 2.66 0.77 5.41
C 1.98 1.53 6.39
C 0.78 2.16 6.06
C 0.25 2.02 4.77
H 2.62 0.06 3.34
H 3.62 0.29 5.65
H 2.42 1.61 7.39
H 0.27 2.75 6.82
H -0.68 2.52 4.52
*
```

Atomic partial charges in e from the Mulliken method, atoms 1 to 2: atom 1 (Tb): 0.977, atom 2 (Cl): -0.634

=====

4.
A molecular structure, C11H16ClMoNdO3 at a distorted geometry, computed with ωB97M-V with the def2-TZVPD basis set.

- energy (Eh) = -1744.12294
- expectation value of S² = 8.875

Structure (ORCA input):
```
! wB97M-V def2-TZVPD RIJCOSX def2/J DEFGRID3
* xyz 0 6
Nd 0.52 0.47 0.07
Cl 1.34 0.88 -2.20
C 2.09 -0.17 1.25
H 1.64 -0.33 2.21
H 2.84 0.59 1.28
H 2.49 -1.08 0.85
Mo 2.43 4.40 -2.11
C 4.09 3.15 -2.22
C 0.64 4.10 -3.11
C 2.54 5.90 -0.94
H -0.19 3.99 -2.39
H 0.39 4.97 -3.74
H 0.64 3.21 -3.76
H 4.33 2.74 -1.22
H 3.96 2.29 -2.90
H 4.99 3.71 -2.54
H 3.43 6.14 -0.34
H 1.72 6.61 -0.79
O -2.41 -3.50 -0.86
C -2.68 -3.64 0.46
C -3.47 -4.77 0.80
C -3.81 -5.03 2.11
C -3.38 -4.18 3.13
C -2.60 -3.07 2.82
C -2.24 -2.77 1.50
C -1.35 -1.55 1.30
O -0.96 -0.90 2.29
O -0.95 -1.22 0.08
H -1.88 -2.76 -1.22
H -3.81 -5.44 0.01
H -4.41 -5.91 2.36
H -3.65 -4.40 4.16
H -2.28 -2.43 3.65
*
```

Atomic partial charges in e from the Mulliken method, atoms 1 to 2: atom 1 (Nd): 1.419, atom 2 (Cl): -0.491

=====

5.
2 unconnected molecules or ions with the total composition C11H16FO2 at a distorted geometry, computed with ωB97M-V with the def2-TZVPD basis set.

- energy (Eh) = -679.00958

Structure (ORCA input):
```
! wB97M-V def2-TZVPD RIJCOSX def2/J DEFGRID3
* xyz -1 1
C 0.66 1.40 -0.94
C 1.17 2.63 -0.59
C 0.59 0.22 -1.58
C -0.62 0.48 -0.67
C 0.56 3.19 0.80
C -1.02 -0.40 0.45
C 0.94 2.16 1.92
C -0.06 -0.27 1.65
C -0.09 1.08 2.39
C 0.14 -3.44 -1.50
C -0.96 -2.77 -2.35
O 1.22 -0.65 -2.24
O 2.00 3.35 -1.18
F -2.19 -3.08 -1.81
H -1.45 1.02 -1.14
H -0.99 -1.67 -2.42
H 1.07 4.20 1.01
H -0.58 3.24 0.73
H -2.14 -0.17 0.91
H -1.07 -1.50 0.13
H 1.82 1.75 1.43
H 1.26 2.80 2.74
H -0.19 -1.11 2.40
H 0.97 -0.46 1.31
H 0.18 0.74 3.45
H -1.17 1.59 2.34
H -0.20 -3.46 -0.49
H 1.16 -3.07 -1.71
H 0.10 -4.52 -1.73
H -1.12 -3.28 -3.31
*
```

Atomic partial charges in e from the Mulliken method, atoms 1 to 2: atom 1 (C): 0.340, atom 2 (C): 0.003

=====

6.
C11H16N2 in the gas phase at a distorted geometry, computed with ωB97M-V with the def2-TZVPD basis set.

- SMILES = c1ccc(CN2CCNCC2)cc1
- energy (Eh) = -538.15124
- ΔE to the lowest compared entry with this formula, charge and spin (eV) = 3.214

Structure (ORCA input):
```
! wB97M-V def2-TZVPD RIJCOSX def2/J DEFGRID3
* xyz 0 1
C -0.29 -0.43 -1.50
C -2.45 0.49 -0.64
C -1.74 1.57 0.29
C -1.38 -0.45 1.50
C -1.66 -1.44 0.29
C 1.01 -0.24 -0.80
C 1.78 -1.25 -0.19
C 3.01 -1.02 0.31
C 3.53 0.25 0.35
C 2.79 1.30 -0.06
C 1.54 1.10 -0.66
H -0.25 -1.39 -2.04
H -0.42 0.46 -1.99
H -3.42 0.03 -0.28
H -2.76 1.03 -1.58
H -1.14 2.23 -0.30
H -2.55 2.09 0.78
H 0.13 0.70 0.86
H -0.72 -1.03 2.12
H -2.34 -0.39 1.92
H -2.63 -1.90 0.31
H -0.86 -2.22 0.35
H 1.35 -2.24 -0.06
H 3.52 -1.97 0.87
H 4.57 0.41 0.55
H 3.14 2.32 0.12
H 0.78 1.83 -0.73
N -1.63 -0.61 -0.92
N -0.88 0.80 1.15
*
```

Atomic partial charges in e from the Mulliken method, atoms 1 to 2: atom 1 (C): -1.445, atom 2 (C): -0.750

=====

7.
2 unconnected molecules or ions with the total composition C11H16N2O at a distorted geometry, computed with ωB97M-V with the def2-TZVPD basis set.

- SMILES = C=[N+]([O-])c1ccccc1.C1CCNC1
- energy (Eh) = -613.32569
- ΔE to the lowest compared entry with this formula, charge and spin (eV) = 4.487

Structure (ORCA input):
```
! wB97M-V def2-TZVPD RIJCOSX def2/J DEFGRID3
* xyz 0 1
C -0.89 -0.98 1.17
C 0.00 -0.97 2.26
C -0.87 -1.96 0.20
C 1.09 -1.90 2.23
C 0.24 -2.83 0.20
C 1.18 -2.86 1.26
C -0.27 3.56 -1.93
C -1.22 2.61 -2.67
C -0.95 3.69 -0.60
C -1.73 1.62 -1.60
C 3.36 -3.82 1.79
N 2.07 -3.96 1.34
N -1.64 2.45 -0.33
O 1.69 -5.02 0.78
H -1.58 -0.19 1.05
H 0.04 -0.05 2.94
H -1.45 -2.00 -0.66
H 1.76 -1.97 3.05
H 0.20 -3.70 -0.48
H 0.90 3.40 -1.80
H -0.23 4.51 -2.44
H -2.01 3.19 -3.19
H -0.69 2.07 -3.33
H -0.31 4.03 0.19
H -1.63 4.55 -0.78
H -2.67 1.21 -1.75
H -0.84 0.99 -1.65
H 3.71 -2.88 2.14
H 3.98 -4.75 2.10
H -1.24 1.95 0.52
*
```

Atomic partial charges in e from the Mulliken method, atoms 1 to 2: atom 1 (C): -0.148, atom 2 (C): -0.800

=====

8.
C11H16N2O8 in the gas phase at a distorted geometry, computed with ωB97M-V with the def2-TZVPD basis set.

- SMILES = NC(=O)C1=C[C@@](O)([C@@H]2O[C@H](CO)[C@@H](O)[C@H]2O)N=CC1(O)O
- energy (Eh) = -1140.04713
- ΔE to the lowest compared entry with this formula, charge and spin (eV) = 7.805

Structure (ORCA input):
```
! wB97M-V def2-TZVPD RIJCOSX def2/J DEFGRID3
* xyz 0 1
O 3.33 -3.04 1.93
N 0.04 -1.38 -1.77
O 3.02 -3.35 -0.83
O 1.13 -4.19 -0.28
O -1.42 -1.37 -0.25
O -0.12 3.83 2.17
O -2.82 3.44 -1.68
O -1.28 1.65 -2.76
O -0.38 1.63 0.41
C 2.46 -2.18 1.82
C 0.86 -2.34 -1.83
C 1.59 -2.01 0.64
C 0.71 -0.90 0.63
N 1.97 -1.88 3.04
C 1.57 -2.97 -0.61
C -0.25 -0.71 -0.51
C -1.34 3.56 1.43
C -2.26 2.48 -0.75
C -1.75 1.23 -1.52
C -0.44 0.80 -0.73
C -0.90 2.85 0.15
H 3.63 -2.88 -0.18
H 1.85 -4.76 -0.53
H -1.12 -2.27 -0.36
H 0.33 3.00 2.33
H -3.64 3.09 -2.10
H -0.76 1.00 -3.23
H 1.01 -2.84 -2.80
H 0.68 -0.29 1.49
H 2.55 -2.06 3.85
H 1.02 -1.44 3.14
H -1.83 4.42 1.16
H -1.94 2.81 2.05
H -3.08 2.22 -0.08
H -2.50 0.38 -1.58
H 0.40 1.02 -1.37
H -0.30 3.44 -0.48
*
```

Atomic partial charges in e from the Mulliken method, atoms 1 to 2: atom 1 (O): -0.661, atom 2 (N): -0.607

=====

9.
2 unconnected molecules or ions with the total composition C11H16N2OS at a distorted geometry, computed with ωB97M-V with the def2-TZVPD basis set.

- energy (Eh) = -1010.93964
- ΔE to the lowest compared entry with this formula, charge and spin (eV) = 1.571

Structure (ORCA input):
```
! wB97M-V def2-TZVPD RIJCOSX def2/J DEFGRID3
* xyz 2 1
C -0.94 -1.01 -3.59
C -0.62 -2.12 -2.84
C -0.62 0.31 -3.14
C -0.11 -1.95 -1.58
C -0.22 0.41 -1.82
C 0.56 1.75 1.17
C -0.23 2.82 1.74
C -1.32 0.43 1.23
C -1.37 -0.47 2.49
C 2.22 -0.40 0.31
C 0.68 -0.47 0.16
N 0.12 -0.68 -1.13
N 0.05 0.62 0.82
O 2.49 -0.03 1.66
S -1.93 2.20 1.51
H -1.45 -1.32 -4.46
H -0.85 -3.07 -3.32
H -0.93 1.19 -3.57
H 0.29 -2.78 -0.88
H 0.01 1.51 -1.39
H 1.69 2.01 1.08
H -0.10 2.89 2.84
H -0.12 3.77 1.18
H -1.75 -0.18 0.43
H -0.54 -0.25 3.12
H -1.56 -1.49 2.42
H -2.24 -0.23 3.01
H 2.59 0.32 -0.54
H 2.67 -1.39 -0.04
H 0.39 -1.73 1.00
H 3.14 -0.65 2.12
*
```

Atomic partial charges in e from the Mulliken method, atoms 1 to 2: atom 1 (C): -0.140, atom 2 (C): -0.641

=====

10.
A gas-phase ion, C11H16N3S (charge +1) at a distorted geometry, computed with ωB97M-V with the def2-TZVPD basis set.

- energy (Eh) = -990.71118
- ΔE to the lowest compared entry with this formula, charge and spin (eV) = 4.687

Structure (ORCA input):
```
! wB97M-V def2-TZVPD RIJCOSX def2/J DEFGRID3
* xyz 1 1
C -1.49 -2.11 3.76
C -2.77 -2.53 3.71
C -1.18 -1.31 2.67
C -2.23 -1.08 1.72
C -0.05 -0.37 0.22
C 1.44 0.93 -2.90
C 0.99 2.14 -2.03
C 0.22 0.05 -3.31
C -0.22 1.73 -1.14
C -0.58 -0.46 -2.12
C 1.81 0.50 1.47
N 0.14 -0.88 2.52
N 0.49 -0.14 1.38
N -0.21 0.30 -0.85
S -3.63 -1.94 2.30
H -0.65 -2.30 4.46
H -3.27 -3.23 4.45
H 2.10 1.49 -3.65
H 2.16 0.32 -2.34
H 1.85 2.39 -1.31
H 0.86 3.00 -2.59
H -0.29 0.51 -4.11
H 0.82 -0.79 -3.74
H -0.20 2.46 -0.25
H -1.15 1.86 -1.72
H -1.63 -0.22 -2.32
H -0.59 -1.45 -1.84
H 1.94 1.05 2.45
H 2.67 -0.17 1.15
H 1.85 1.27 0.68
H 0.80 -1.02 3.28
*
```

Atomic partial charges in e from the Mulliken method, atoms 1 to 2: atom 1 (C): -0.967, atom 2 (C): -0.186

=====

11.
C11H16N4 in the gas phase at a distorted geometry, computed with ωB97M-V with the def2-TZVPD basis set.

- energy (Eh) = -647.65107
- ΔE to the lowest compared entry with this formula, charge and spin (eV) = 2.417

Structure (ORCA input):
```
! wB97M-V def2-TZVPD RIJCOSX def2/J DEFGRID3
* xyz 0 1
C -1.53 0.42 -2.87
C -1.24 1.55 -2.13
C -2.08 -0.70 -2.25
C -1.48 1.57 -0.77
C -2.34 -0.67 -0.89
C -2.02 0.45 -0.13
C -2.33 0.46 1.30
C 1.64 -1.67 1.71
C 1.34 -1.15 -0.72
C 2.78 0.32 0.70
C 1.51 -0.54 0.68
N -1.82 1.14 2.25
N -0.68 1.78 2.24
N 0.33 1.24 1.64
N 0.29 0.16 0.95
H -1.34 0.40 -3.93
H -0.84 2.42 -2.62
H -2.31 -1.58 -2.83
H -1.28 2.47 -0.20
H -2.78 -1.53 -0.41
H -3.19 -0.13 1.59
H 0.71 -2.23 1.75
H 2.45 -2.34 1.45
H 1.84 -1.26 2.70
H 2.21 -1.73 -1.00
H 1.18 -0.36 -1.45
H 0.46 -1.79 -0.73
H 3.00 0.69 1.70
H 3.63 -0.28 0.39
H 2.69 1.16 0.01
H 1.21 1.71 1.87
*
```

Atomic partial charges in e from the Mulliken method, atoms 1 to 2: atom 1 (C): -0.429, atom 2 (C): -0.644

=====

12.
A molecular structure, C11H16NO2 at a distorted geometry, computed with ωB97M-V with the def2-TZVPD basis set.

- energy (Eh) = -633.66921
- ΔE to the lowest compared entry with this formula, charge and spin (eV) = 0.631

Structure (ORCA input):
```
! wB97M-V def2-TZVPD RIJCOSX def2/J DEFGRID3
* xyz 1 1
C 3.66 0.30 0.06
C 3.27 -0.91 0.71
C 2.69 1.15 -0.42
C 1.98 -1.31 0.64
C 1.35 0.81 -0.53
C 1.08 -0.60 -0.14
C 0.16 1.77 -0.81
C -0.85 1.52 0.35
C -0.27 -1.11 -0.47
C -1.54 0.16 0.27
C -1.79 -0.25 1.69
N -0.41 -0.88 -1.97
O -0.55 -2.45 -0.15
O -2.68 0.35 -0.46
H 4.65 0.60 -0.01
H 4.09 -1.44 1.26
H 3.12 2.19 -0.50
H 1.81 -2.29 0.99
H 0.47 2.89 -0.80
H -0.30 1.76 -1.78
H -0.32 1.63 1.27
H -1.57 2.24 0.36
H -2.14 -1.36 1.86
H -2.69 0.48 1.96
H -0.95 0.02 2.25
H 0.10 -0.08 -2.08
H -1.37 -0.65 -2.23
H -0.05 -1.67 -2.55
H -0.48 -2.65 0.80
H -3.43 -0.18 -0.30
*
```

Atomic partial charges in e from the Mulliken method, atoms 1 to 2: atom 1 (C): -0.706, atom 2 (C): -0.481